{
  "formula": "C24H26LuN4Si",
  "method": "the ωB97M-V functional and the def2-TZVPD basis",
  "elements": ["C", "N", "N", "C", "C", "H", "C", "C", "C", "H", "H", "Si", "H", "H", "H", "C", "C", "H", "H", "N", "H", "C", "C", "H", "H", "C", "H", "C", "C", "H", "C", "C", "H", "H", "H", "H", "C", "C", "C", "N", "C", "Lu", "C", "H", "C", "H", "H", "H", "H", "C", "H", "C", "H", "H", "H", "C"],
  "positions_angstrom": [[-3.214543, 2.059554, -2.305602], [-0.306386, 0.249589, 4.138554], [-0.209514, -3.410988, 3.460463], [3.729318, 0.893548, -2.518441], [-2.404807, 1.132786, -1.648498], [-0.605832, -2.244029, 6.089799], [0.245095, 2.638014, 0.569948], [-0.161989, -2.067767, 3.299620], [-1.326649, -2.925667, -3.831258], [-0.831914, -0.002495, 7.391601], [-0.000103, -5.079207, 2.080586], [-0.063311, -0.442051, -1.352657], [1.643866, -2.398360, -2.427080], [4.314319, 1.807708, -2.528030], [-4.177703, 2.325609, -1.877626], [0.175754, -2.997341, 1.326268], [2.229647, -1.475271, -2.488186], [-2.070835, -2.979021, -3.025545], [-1.656865, -2.247905, -4.625247], [0.067831, -1.770504, 2.000564], [0.236385, 1.095477, -3.839776], [4.234028, -0.259812, -3.124440], [2.468436, 0.889892, -1.914309], [-0.319529, -2.671223, -3.478639], [-2.727286, 0.670498, -0.707783], [-0.522831, 0.866882, 5.372936], [3.868427, -2.339538, -3.568222], [-1.155540, 0.773702, -2.207106], [-0.736681, 1.364608, -3.416838], [1.026054, 2.880447, 3.815207], [-1.056162, 2.609725, 1.168554], [-0.667631, -0.087073, 6.325412], [-1.247395, -3.931686, -4.264976], [2.304927, 2.779406, 1.492810], [-1.247073, 2.708366, -5.004116], [2.087627, 1.788043, -1.422068], [1.687801, -0.287256, -1.951323], [0.530500, 2.717582, 2.854966], [3.483886, -1.438550, -3.101312], [-0.545128, -1.322824, 5.664938], [-2.807022, 2.631699, -3.514001], [0.016120, 0.573457, 1.914664], [0.000301, -4.011412, 2.214945], [0.356478, -3.025882, 0.258711], [-0.330381, -1.081446, 4.349666], [-0.548403, 1.944303, 5.454407], [-0.618002, -1.838609, -1.325116], [-1.728326, 2.771924, 3.276435], [-2.007549, 2.634513, 0.636841], [-1.572262, 2.282166, -4.060816], [5.202359, -0.242835, -3.620986], [-0.892387, 2.675423, 2.576058], [-0.362680, -3.900221, 4.339040], [-3.455654, 3.332289, -4.034518], [0.445725, 2.709172, -0.504312], [1.223472, 2.672585, 1.615812]],
  "forces_ev_per_angstrom": [[0.0, -0.2, 0.1], [-0.2, -1.7, 0.9], [0.0, -0.2, -0.2], [-0.2, 0.0, 0.2], [0.4, 0.2, -0.7], [0.0, 0.5, 0.0], [-0.1, 0.3, 0.2], [0.3, -1.1, -1.5], [0.0, -0.7, -0.4], [0.0, -0.2, -0.2], [0.0, 0.0, 0.1], [-0.2, 0.8, 3.2], [0.3, 0.3, -0.3], [0.0, -0.1, 0.0], [0.1, 0.0, -0.1], [-0.1, 1.1, 0.6], [0.4, 0.9, -0.1], [0.4, 0.3, -0.2], [0.1, 0.0, 0.3], [-0.1, -0.9, 1.7], [-0.4, 0.1, 0.1], [-0.4, -0.1, 0.0], [0.0, -0.7, -0.4], [-0.5, 0.2, 0.0], [0.1, 0.2, -0.3], [0.2, -0.6, -0.8], [0.1, 0.1, 0.1], [-0.5, 0.2, -0.5], [-0.6, 0.1, 0.4], [-0.4, -0.3, -0.3], [0.7, 1.0, 0.0], [0.1, -0.7, -0.3], [-0.1, 0.2, 0.0], [-0.5, -0.2, 0.0], [-0.1, 0.1, 0.1], [0.1, -0.2, -0.3], [0.2, -0.8, -0.2], [-0.5, 0.9, -0.1], [0.0, -0.1, 0.2], [0.0, 0.4, 0.0], [0.2, -0.2, 0.1], [0.3, -1.8, -3.0], [-0.1, 0.6, 0.6], [-0.1, 0.0, 0.3], [-0.2, 1.3, 1.2], [0.0, -0.2, 0.1], [0.4, 0.2, -0.5], [0.5, -0.2, -0.2], [0.4, -0.2, 0.1], [0.1, -0.1, 0.1], [-0.2, 0.0, 0.1], [0.5, 1.0, 0.0], [0.1, 0.1, -0.5], [0.1, -0.1, 0.1], [-0.2, -0.3, 0.6], [-0.7, 0.9, -0.3]],
  "mulliken_charge": [-0.444, -0.271, -0.124, -0.634, -0.624, 0.191, -0.083, 0.498, -0.825, 0.409, 0.419, -0.284, 0.169, 0.412, 0.409, -0.183, -0.608, 0.209, 0.256, -0.199, 0.390, -0.528, 0.008, 0.022, 0.418, -0.249, 0.389, 0.792, -0.462, 0.453, -0.854, -0.800, 0.353, 0.529, 0.395, 0.170, 0.938, -0.551, -0.629, -0.122, -0.480, 1.426, -0.753, 0.360, 0.316, 0.424, -0.365, 0.459, 0.499, -0.576, 0.371, -0.419, 0.200, 0.386, 0.726, -0.924],
  "multiplicity": 1,
  "e_above_lowest_kj_mol": 0.0,
  "total_charge": 1
}